A cluster of 11 separate species, C5H30N3O10 in total in a non-equilibrium geometry. Source: OMol25; level of theory: ωB97M-V/def2-TZVPD.

Computed properties:
Energy above the lowest of the compared OMol25 structures with the same formula, charge and spin (eV): 0.9627
Frontier orbital gap (eV): 9.2
2S+1: 1
Total charge: +1

Last columns: bonded neighbours and bond lengths (Å).
Element x y z (Å)
1 O -0.601 -3.123 -0.635  H24 0.995, H27 0.963
2 O 1.740 -4.148 -0.670  H40 0.966, H47 0.962
3 O 3.275 -1.248 1.391  H32 0.952, H44 0.984
4 O -3.346 -1.245 -1.285  H22 0.967, H48 0.968
5 O 0.926 -2.822 2.312  H37 0.971, H38 0.963
6 O 0.079 4.177 -1.297  H23 0.969, H45 0.966
7 O 3.283 1.191 0.526  H26 0.961, H36 0.958
8 O -1.167 3.057 1.037  H33 0.964, H42 0.975
9 O -1.979 1.930 -2.289  H25 0.970, H39 0.967
10 O -4.375 2.103 1.150  H20 0.969, H29 0.970
11 N -0.536 -0.846 0.718  C15 1.407, C17 1.349, H21 1.043
12 N -0.500 0.131 2.645  C14 1.360, C17 1.336, H41 1.005
13 N 1.844 -0.430 -2.044  C18 1.428, H34 1.010, H35 1.005
14 C 0.147 0.992 1.814  N12 1.360, C15 1.391, H43 1.072
15 C 0.092 0.403 0.555  N11 1.407, C14 1.391, C16 1.494
16 C 0.126 0.931 -0.842  C15 1.494, C18 1.557, H19 1.100, H31 1.124
17 C -0.724 -1.039 2.040  N11 1.349, N12 1.336, H30 1.081
18 C 0.451 -0.140 -1.925  N13 1.428, C16 1.557, H28 1.118, H46 1.108
19 H 0.783 1.803 -0.970  C16 1.100
20 H -3.648 2.574 0.715  O10 0.969
21 H -0.517 -1.643 0.047  N11 1.043
22 H -2.806 -1.917 -0.849  O4 0.967
23 H 0.727 4.657 -1.835  O6 0.969
24 H 0.131 -3.681 -1.014  O1 0.995
25 H -2.656 1.259 -2.113  O9 0.970
26 H 4.231 1.348 0.559  O7 0.961
27 H -1.376 -3.694 -0.647  O1 0.963
28 H -0.202 -1.046 -1.874  C18 1.118
29 H -3.804 1.450 1.582  O10 0.970
30 H -0.977 -1.953 2.558  C17 1.081
31 H -0.897 1.392 -0.905  C16 1.124
32 H 3.795 -1.466 2.158  O3 0.952
33 H -1.824 3.757 1.133  O8 0.964
34 H 2.239 -0.706 -1.157  N13 1.010
35 H 2.386 0.390 -2.254  N13 1.005
36 H 2.752 1.982 0.623  O7 0.958
37 H 1.748 -2.610 1.840  O5 0.971
38 H 1.032 -3.599 2.872  O5 0.963
39 H -2.243 2.277 -3.153  O9 0.967
40 H 2.407 -4.039 -1.359  O2 0.966
41 H -0.522 0.242 3.644  N12 1.005
42 H -0.751 3.183 0.164  O8 0.975
43 H 0.682 1.888 2.061  C14 1.072
44 H 3.109 -0.361 0.998  O3 0.984
45 H -0.723 4.117 -1.832  O6 0.966
46 H 0.104 0.260 -2.898  C18 1.108
47 H 2.192 -3.913 0.146  O2 0.962
48 H -4.107 -1.824 -1.442  O4 0.968

Charges in e, computed with Löwdin, in the same order as the atoms:
1 O -0.07
2 O -0.03
3 O -0.08
4 O -0.05
5 O -0.06
6 O -0.05
7 O -0.03
8 O -0.06
9 O -0.06
10 O -0.06
11 N 0.16
12 N 0.12
13 N 0.02
14 C -0.04
15 C -0.20
16 C -0.14
17 C -0.08
18 C -0.27
19 H 0.11
20 H 0.01
21 H 0.08
22 H 0.00
23 H 0.07
24 H 0.05
25 H 0.06
26 H 0.09
27 H 0.07
28 H 0.10
29 H 0.03
30 H 0.15
31 H 0.08
32 H 0.05
33 H 0.06
34 H 0.04
35 H 0.07
36 H 0.06
37 H 0.01
38 H 0.07
39 H 0.07
40 H 0.08
41 H 0.17
42 H 0.00
43 H 0.13
44 H -0.02
45 H 0.05
46 H 0.12
47 H 0.04
48 H 0.05



A cluster of 5 separate species, C28H63Cl3O4Si in total. Source: OMol25; level of theory: ωB97M-V/def2-TZVPD.

Computed properties:
Structure (SMILES): CCCCCCCCCC[Si@@H](C[C@@H](C)Cl)/C(Cl)=C(\C)Cl.CC(C)O.CC(C)O.CC(C)O.CC(C)O
Frontier orbital gap (eV): 9.6
2S+1: 1
Total charge: 0

Last columns: bonded neighbours and bond lengths (Å).
Element x y z (Å)
1 Cl -3.137 -3.816 1.108  C33 1.742
2 Cl -1.689 -5.850 2.991  C16 1.738
3 Cl -1.851 -0.735 3.809  C14 1.820
4 Si -0.754 -1.918 1.047  C24 1.878, C31 1.883, C33 1.882, H82 1.477
5 O -2.379 1.421 6.566  C9 1.425, H49 0.965
6 O -7.034 1.570 2.719  C36 1.429, H66 0.964
7 O 1.021 1.534 -8.707  C15 1.428, H84 0.964
8 O 2.897 0.985 -4.526  C22 1.428, H96 0.965
9 C -1.952 2.699 6.104  O5 1.425, C13 1.520, C21 1.521, H91 1.093
10 C 1.751 0.208 -1.412  C27 1.529, C30 1.528, H59 1.094, H75 1.093
11 C 4.205 0.141 2.769  C34 1.529, C35 1.526, H70 1.094, H94 1.097
12 C -0.603 -0.155 -9.352  C15 1.519, H61 1.094, H78 1.091, H88 1.090
13 C -2.718 3.112 4.858  C9 1.520, H64 1.094, H77 1.090, H98 1.091
14 C -2.392 0.187 2.337  Cl3 1.820, C19 1.526, C31 1.532, H92 1.088
15 C 0.864 0.190 -9.162  O7 1.428, C12 1.519, C25 1.519, H72 1.091
16 C -0.894 -4.402 2.450  Cl2 1.738, C18 1.504, C33 1.330
17 C 1.497 -2.295 -0.690  C24 1.548, C30 1.540, H45 1.094, H60 1.091
18 C 0.502 -4.237 2.984  C16 1.504, H50 1.089, H68 1.092, H87 1.087
19 C -3.867 0.547 2.496  C14 1.526, H42 1.087, H54 1.091, H83 1.090
20 C 2.976 1.030 0.717  C27 1.532, C35 1.534, H44 1.096, H48 1.095
21 C -0.449 2.716 5.876  C9 1.521, H51 1.090, H56 1.091, H79 1.095
22 C 4.050 0.534 -5.237  O8 1.428, C23 1.520, C29 1.519, H80 1.093
23 C 5.209 1.502 -5.063  C22 1.520, H40 1.091, H58 1.094, H76 1.090
24 C -0.044 -2.143 -0.677  Si4 1.878, C17 1.548, H39 1.092, H43 1.093
25 C 1.681 -0.053 -10.421  C15 1.519, H55 1.094, H57 1.090, H71 1.091
26 C -9.209 1.275 3.756  C36 1.519, H67 1.091, H69 1.094, H90 1.090
27 C 1.649 0.839 -0.023  C10 1.529, C20 1.532, H46 1.098, H93 1.094
28 C -7.103 0.462 4.882  C36 1.520, H65 1.091, H73 1.090, H85 1.094
29 C 3.718 0.295 -6.699  C22 1.519, H62 1.093, H63 1.090, H95 1.091
30 C 2.268 -1.228 -1.489  C10 1.528, C17 1.540, H37 1.094, H89 1.094
31 C -2.068 -0.569 1.044  Si4 1.883, C14 1.532, H38 1.096, H74 1.093
32 C 6.079 -1.599 3.021  C34 1.538, H41 1.090, H47 1.093, H81 1.090
33 C -1.512 -3.525 1.666  Cl1 1.742, Si4 1.882, C16 1.330
34 C 4.712 -1.094 3.515  C11 1.529, C32 1.538, H53 1.091, H99 1.094
35 C 3.512 -0.204 1.453  C11 1.526, C20 1.534, H86 1.095, H97 1.095
36 C -7.722 1.507 3.969  O6 1.429, C26 1.519, C28 1.520, H52 1.092
37 H 2.298 -1.512 -2.545  C30 1.094
38 H -1.712 0.149 0.297  C31 1.096
39 H -0.361 -1.308 -1.305  C24 1.092
40 H 6.108 1.131 -5.556  C23 1.091
41 H 6.032 -2.625 2.657  C32 1.090
42 H -4.177 0.506 3.537  C19 1.087
43 H -0.512 -3.030 -1.113  C24 1.093
44 H 3.722 1.407 0.009  C20 1.096
45 H 1.886 -2.299 0.332  C17 1.094
46 H 0.972 0.267 0.625  C27 1.098
47 H 6.455 -0.985 2.199  C32 1.093
48 H 2.835 1.822 1.460  C20 1.095
49 H -2.166 0.779 5.877  O5 0.965
50 H 1.154 -3.773 2.246  C18 1.089
51 H 0.079 2.425 6.784  C21 1.090
52 H -7.571 2.498 4.404  C36 1.092
53 H 4.754 -0.880 4.584  C34 1.091
54 H -4.499 -0.139 1.933  C19 1.091
55 H 1.310 0.572 -11.238  C25 1.094
56 H -0.106 3.708 5.574  C21 1.091
57 H 2.728 0.194 -10.250  C25 1.090
58 H 4.958 2.471 -5.504  C23 1.094
59 H 0.777 0.272 -1.906  C10 1.094
60 H 1.750 -3.274 -1.102  C17 1.091
61 H -1.038 0.467 -10.141  C12 1.094
62 H 3.417 1.228 -7.183  C29 1.093
63 H 2.888 -0.407 -6.782  C29 1.090
64 H -2.498 2.418 4.041  C13 1.094
65 H -7.595 0.451 5.856  C28 1.091
66 H -7.141 0.719 2.278  O6 0.964
67 H -9.748 1.287 4.704  C26 1.091
68 H 0.494 -3.608 3.877  C18 1.092
69 H -9.374 0.300 3.288  C26 1.094
70 H 3.507 0.703 3.395  C11 1.094
71 H 1.615 -1.095 -10.738  C25 1.091
72 H 1.271 -0.415 -8.350  C15 1.091
73 H -6.043 0.663 5.035  C28 1.090
74 H -2.991 -0.992 0.640  C31 1.093
75 H 2.416 0.823 -2.023  C10 1.093
76 H 5.427 1.652 -4.006  C23 1.090
77 H -3.793 3.092 5.040  C13 1.090
78 H -0.727 -1.199 -9.641  C12 1.091
79 H -0.184 2.009 5.084  C21 1.095
80 H 4.300 -0.416 -4.758  C22 1.093
81 H 6.831 -1.571 3.811  C32 1.090
82 H 0.348 -1.566 1.965  Si4 1.477
83 H -4.057 1.558 2.135  C19 1.090
84 H 0.670 2.120 -9.387  O7 0.964
85 H -7.205 -0.534 4.441  C28 1.094
86 H 4.213 -0.759 0.822  C35 1.095
87 H 0.920 -5.204 3.253  C18 1.087
88 H -1.159 0.021 -8.432  C12 1.090
89 H 3.306 -1.245 -1.145  C30 1.094
90 H -9.627 2.043 3.106  C26 1.090
91 H -2.202 3.380 6.922  C9 1.093
92 H -1.796 1.096 2.357  C14 1.088
93 H 1.183 1.821 -0.150  C27 1.094
94 H 5.051 0.807 2.560  C11 1.097
95 H 4.575 -0.112 -7.239  C29 1.091
96 H 2.604 1.813 -4.926  O8 0.965
97 H 2.681 -0.881 1.677  C35 1.095
98 H -2.436 4.115 4.534  C13 1.091
99 H 3.970 -1.890 3.399  C34 1.094

Charges in e, computed with Löwdin, in the same order as the atoms:
1 Cl 0.62
2 Cl 0.65
3 Cl 0.63
4 Si 0.58
5 O -0.07
6 O -0.06
7 O -0.06
8 O -0.06
9 C -0.50
10 C -0.21
11 C -0.23
12 C -0.06
13 C -0.05
14 C -0.72
15 C -0.51
16 C -0.80
17 C -0.25
18 C -0.13
19 C -0.13
20 C -0.19
21 C -0.06
22 C -0.50
23 C -0.06
24 C -0.25
25 C -0.06
26 C -0.06
27 C -0.20
28 C -0.06
29 C -0.06
30 C -0.20
31 C -0.30
32 C -0.11
33 C -0.78
34 C -0.26
35 C -0.22
36 C -0.50
37 H 0.11
38 H 0.08
39 H 0.06
40 H 0.08
41 H 0.06
42 H 0.04
43 H 0.08
44 H 0.12
45 H 0.06
46 H 0.07
47 H 0.07
48 H 0.11
49 H 0.01
50 H 0.05
51 H 0.08
52 H 0.14
53 H 0.10
54 H 0.07
55 H 0.08
56 H 0.08
57 H 0.08
58 H 0.08
59 H 0.10
60 H 0.10
61 H 0.08
62 H 0.08
63 H 0.07
64 H 0.05
65 H 0.08
66 H 0.08
67 H 0.08
68 H 0.09
69 H 0.08
70 H 0.11
71 H 0.08
72 H 0.12
73 H 0.07
74 H 0.06
75 H 0.09
76 H 0.08
77 H 0.08
78 H 0.08
79 H 0.07
80 H 0.14
81 H 0.06
82 H 0.01
83 H 0.09
84 H 0.09
85 H 0.08
86 H 0.11
87 H 0.07
88 H 0.08
89 H 0.10
90 H 0.08
91 H 0.14
92 H 0.08
93 H 0.11
94 H 0.11
95 H 0.08
96 H 0.09
97 H 0.08
98 H 0.08
99 H 0.10



A cluster of 2 separate species, C3H10S in total in a non-equilibrium geometry. Source: OMol25; level of theory: ωB97M-V/def2-TZVPD.

Computed properties:
Energy above the lowest of the compared OMol25 structures with the same formula, charge and spin (eV): 0.2622
Structure (SMILES): CSC.C
Frontier orbital gap (eV): 9.3
2S+1: 1
Total charge: 0

Last columns: bonded neighbours and bond lengths (Å).
Element x y z (Å)
1 S 2.521 -0.474 1.530  C3 1.809, C4 1.803
2 C -2.987 -0.398 -2.175  H6 1.097, H8 1.087, H10 1.076, H13 1.085
3 C 2.362 0.585 0.072  S1 1.809, H9 1.086, H12 1.077, H14 1.081
4 C 0.935 -0.127 2.314  S1 1.803, H5 1.079, H7 1.081, H11 1.090
5 H 0.196 -0.746 1.830  C4 1.079
6 H -2.100 -0.989 -1.914  C2 1.097
7 H 0.736 0.936 2.301  C4 1.081
8 H -3.474 -0.806 -3.056  C2 1.087
9 H 2.913 0.126 -0.744  C3 1.086
10 H -2.636 0.613 -2.289  C2 1.076
11 H 1.086 -0.447 3.346  C4 1.090
12 H 1.318 0.657 -0.184  C3 1.077
13 H -3.648 -0.489 -1.319  C2 1.085
14 H 2.779 1.558 0.289  C3 1.081

Charges in e, computed with Löwdin, in the same order as the atoms:
1 S 0.71
2 C -0.05
3 C -0.43
4 C -0.44
5 H 0.02
6 H 0.02
7 H 0.03
8 H 0.02
9 H 0.03
10 H 0.01
11 H 0.02
12 H 0.02
13 H 0.01
14 H 0.02



The molecule C9H10BrP in a non-equilibrium geometry. Source: OMol25; level of theory: ωB97M-V/def2-TZVPD.

Computed properties:
Energy above the lowest of the compared OMol25 structures with the same formula, charge and spin (eV): 0.0879
Structure (SMILES): CC1=CC2=[P@](C)(Br)C=CC2=C1
Frontier orbital gap (eV): 6.7
2S+1: 1
Total charge: 0

Last columns: bonded neighbours and bond lengths (Å).
Element x y z (Å)
1 Br -3.610 -0.842 0.074  P2 2.235
2 P -1.834 0.478 0.385  Br1 2.235, C5 1.702, C9 1.789, C10 1.823
3 C 0.686 -1.150 0.475  C5 1.413, C7 1.384, H13 1.065
4 C -0.516 1.550 -1.562  C9 1.353, C11 1.422, H14 1.045
5 C -0.339 -0.269 0.063  P2 1.702, C3 1.413, C11 1.441
6 C 2.895 -1.893 -0.346  C7 1.474, H17 1.060, H20 1.035, H21 1.020
7 C 1.785 -0.924 -0.335  C3 1.384, C6 1.474, C8 1.397
8 C 1.580 0.080 -1.284  C7 1.397, C11 1.417, H12 1.052
9 C -1.652 1.753 -0.856  P2 1.789, C4 1.353, H15 1.002
10 C -2.216 0.990 2.092  P2 1.823, H16 1.159, H18 1.088, H19 1.015
11 C 0.241 0.471 -1.030  C4 1.422, C5 1.441, C8 1.417
12 H 2.386 0.272 -1.930  C8 1.052
13 H 0.408 -1.866 1.214  C3 1.065
14 H -0.324 2.236 -2.325  C4 1.045
15 H -2.233 2.550 -1.031  C9 1.002
16 H -1.388 1.705 2.474  C10 1.159
17 H 3.740 -1.767 -0.975  C6 1.060
18 H -2.412 0.190 2.804  C10 1.088
19 H -3.136 1.404 2.199  C10 1.015
20 H 3.415 -2.163 0.507  C6 1.035
21 H 2.524 -2.805 -0.613  C6 1.020

Charges in e, computed with Löwdin, in the same order as the atoms:
1 Br 0.37
2 P 0.60
3 C -0.04
4 C -0.07
5 C -0.37
6 C -0.06
7 C -0.31
8 C 0.04
9 C -0.22
10 C -0.25
11 C -0.31
12 H 0.10
13 H 0.10
14 H 0.10
15 H 0.02
16 H 0.10
17 H 0.07
18 H 0.05
19 H -0.01
20 H 0.05
21 H 0.05



A cluster of 2 separate species, C2H11N2S2 in total. Source: OMol25; level of theory: ωB97M-V/def2-TZVPD.

Computed properties:
Energy above the lowest of the compared OMol25 structures with the same formula, charge and spin (eV): 0.2237
Frontier orbital gap (eV): 8.2
2S+1: 1
Total charge: +1

Last columns: bonded neighbours and bond lengths (Å).
Element x y z (Å)
1 S -1.091 -3.579 2.553  S2 2.067, H12 1.342
2 S 0.908 -3.071 2.416  S1 2.067, H11 1.341
3 N 1.630 -0.347 -0.587  C6 1.446, H8 1.011, H10 1.013
4 N -1.186 2.069 -1.030  C5 1.511, H13 1.022, H15 1.023, H16 1.023
5 C 0.030 1.248 -1.391  N4 1.511, C6 1.524, H9 1.087, H14 1.084
6 C 0.422 0.357 -0.219  N3 1.446, C5 1.524, H7 1.098, H17 1.093
7 H -0.419 -0.290 0.066  C6 1.098
8 H 2.153 -0.625 0.233  N3 1.011
9 H -0.238 0.662 -2.266  C5 1.087
10 H 1.428 -1.187 -1.116  N3 1.013
11 H 0.763 -2.104 1.499  S2 1.341
12 H -1.388 -2.829 3.625  S1 1.342
13 H -0.997 2.708 -0.255  N4 1.022
14 H 0.844 1.924 -1.629  C5 1.084
15 H -1.950 1.455 -0.736  N4 1.023
16 H -1.536 2.626 -1.814  N4 1.023
17 H 0.628 0.983 0.653  C6 1.093

Charges in e, computed with Löwdin, in the same order as the atoms:
1 S 0.24
2 S 0.26
3 N 0.02
4 N 0.19
5 C -0.13
6 C -0.29
7 H 0.11
8 H 0.07
9 H 0.14
10 H 0.09
11 H -0.28
12 H -0.20
13 H 0.17
14 H 0.14
15 H 0.17
16 H 0.18
17 H 0.13



> What is the total charge in the third record?

0



> Which formula does entry 1 have?

C5H30N3O10



> Which formula does entry 2 have?

C28H63Cl3O4Si



> Which value of 2S+1 does entry 1 give?

1